No. 1
Here is C56H93Br21Cl2O16P as an isolated structure from the Open Molecules 2025 dataset. Energies are from ωB97M-V with the def2-TZVPD basis set.

Structure (XYZ):
```
189
Properties=species:S:1:pos:R:3:forces:R:3:lowdin_charge:R:1
C 2.154 20.457 6.755 -0.5 -1.3 -1.0 -0.284
H -7.559 25.952 14.273 0.7 -0.5 0.2 0.040
H 0.411 22.611 12.075 0.1 -0.1 -0.3 0.073
H 5.209 14.408 11.027 -0.3 0.2 0.0 0.117
H -5.491 25.752 5.037 0.2 -0.3 -0.3 0.069
H 8.192 28.474 8.086 0.2 -0.7 0.9 0.120
H 10.611 24.782 -0.623 -0.2 0.0 0.2 0.126
Br 8.333 19.289 11.112 -0.4 1.3 0.1 0.512
H 1.491 19.715 6.312 0.0 -0.2 -0.5 0.103
C -2.051 22.474 3.593 -1.5 0.8 -1.4 -0.234
H 7.865 26.469 4.777 -0.1 -0.2 0.2 0.125
H 6.558 27.623 4.477 0.3 0.3 0.0 0.119
H -3.562 30.048 2.445 -0.8 0.2 -0.5 0.127
C -3.661 24.371 6.497 0.4 0.6 -0.5 -0.252
H 8.941 21.150 -1.261 0.3 -0.7 0.3 0.137
H 10.502 20.882 -0.288 -0.3 -0.2 -0.1 0.142
H -3.778 23.051 2.238 0.0 -0.3 0.3 0.072
Br -14.387 26.203 2.062 -1.2 0.3 -1.2 0.431
C -0.704 23.077 4.006 -1.0 -0.4 0.2 -0.227
H 7.665 21.652 10.364 -0.4 -0.3 0.2 -0.022
H 2.104 20.154 7.801 0.2 0.5 0.3 0.112
H -3.281 33.512 11.428 0.0 0.3 -0.6 0.126
Cl -5.207 26.705 14.801 -1.2 -0.5 -0.3 0.442
H -3.516 13.872 3.104 0.0 -0.3 -0.4 0.133
Br -7.163 17.489 -4.964 1.2 0.8 -0.1 0.494
C 13.017 23.484 7.038 -1.0 -0.1 -0.3 -1.544
Br 1.119 27.284 -1.302 1.4 -0.4 -0.2 0.492
H 4.159 21.006 6.823 0.7 -0.1 -0.6 0.075
H 9.124 27.016 7.590 -0.5 -0.6 0.2 0.124
C -4.260 13.408 1.002 -0.9 -3.5 -0.3 -0.186
C -15.637 26.223 0.419 0.0 -1.2 1.7 -1.426
H 4.138 16.157 -2.352 -0.8 -0.8 -0.5 0.126
C -2.974 23.506 2.817 0.7 -0.4 0.5 -0.076
C -2.770 23.184 6.835 0.6 -0.3 1.5 -0.252
C 7.241 27.237 5.234 -0.3 0.7 1.2 -0.054
H 3.687 20.350 5.155 0.1 0.4 0.2 0.078
C 3.721 16.976 -2.938 0.7 1.9 0.5 -0.147
C 1.980 18.277 -1.783 0.1 -0.7 -0.9 -0.063
H 4.716 15.296 13.715 0.2 0.1 -0.2 0.111
H -0.265 21.429 7.877 0.6 -0.4 0.2 0.086
O 0.350 17.346 -3.398 1.2 1.0 0.3 0.093
Br 9.458 15.259 -1.867 -0.4 -1.0 1.1 0.488
H 1.710 22.281 5.571 -0.3 -0.6 -0.4 0.105
C -5.689 18.826 -5.225 -0.6 0.1 0.4 -1.542
H -3.552 14.515 10.816 -0.2 0.0 0.5 0.135
H 2.886 13.769 13.847 -0.2 -0.3 -0.3 0.123
H -5.198 12.880 1.171 0.0 -0.3 -0.5 0.115
Br 13.904 24.275 5.485 -0.2 -0.2 0.9 0.547
O -3.698 15.474 0.285 1.4 2.0 1.0 0.018
H 4.466 17.264 -3.679 -0.1 -0.3 -0.2 0.126
C 1.496 17.536 -3.024 -3.3 -0.8 1.1 -0.499
H 5.908 13.976 13.454 0.0 0.1 -0.2 0.117
H -3.802 13.977 -1.078 0.4 -0.2 0.2 0.128
C -0.643 24.112 5.182 0.7 -0.8 0.1 -0.223
H -0.960 30.675 12.730 0.7 0.4 0.0 0.119
C -2.482 16.152 8.787 -0.7 0.3 -0.1 -0.082
H -2.620 21.928 4.345 0.1 0.4 0.4 0.079
C 3.507 18.126 -1.961 -0.6 1.3 1.6 -0.153
C -2.557 14.959 10.810 -0.5 -1.5 -0.2 -0.178
H -6.445 30.519 2.911 0.3 -0.2 -0.2 0.125
O -2.655 16.330 11.094 0.1 0.2 2.0 0.067
H -0.305 22.795 9.676 0.2 -0.2 -0.5 0.095
H -15.198 26.991 -0.217 -0.5 -0.3 -0.1 -0.020
C 6.340 26.697 6.363 -0.9 -1.5 0.6 -0.417
Br 2.498 24.509 -2.207 0.3 1.3 0.1 0.483
Br 7.394 31.455 12.834 0.4 -1.4 0.5 0.494
Br 6.393 28.348 13.364 1.1 1.1 0.4 0.487
C -3.377 15.434 1.627 0.1 3.5 1.5 -0.393
H -3.006 31.674 12.785 0.3 0.4 -0.1 0.122
C 7.860 29.688 13.692 -0.4 0.2 -0.8 -1.485
C 0.262 24.424 10.865 0.2 0.1 -1.7 -0.261
C -4.807 32.008 2.854 1.0 -2.0 -0.8 -0.111
Br 13.100 24.534 8.695 0.1 -0.6 -1.0 0.546
C 8.196 27.576 7.468 -0.4 2.0 -1.6 -0.172
C -4.045 30.375 4.450 0.7 -0.2 -1.6 -0.538
H -5.618 23.588 7.171 0.4 -0.1 0.3 0.117
C -4.053 14.229 2.225 0.2 0.6 -0.2 -0.087
H 0.029 25.479 11.016 0.0 0.1 0.0 0.110
H -2.286 13.941 8.942 0.3 0.2 -0.1 0.132
H 9.069 28.546 5.753 -0.2 -0.1 -0.6 0.113
H 10.165 13.746 0.019 -0.5 -0.3 -0.1 -0.027
H -1.327 24.951 5.049 0.0 -0.1 -0.1 0.082
C 4.442 14.192 11.771 0.7 -1.3 0.8 -0.063
H -4.892 32.161 1.778 -0.6 0.1 0.1 0.109
C 10.306 22.747 -1.324 3.4 1.5 -1.9 -0.181
H 11.231 22.494 -1.843 0.0 -0.1 -0.3 0.116
Br 8.612 22.209 12.631 -0.3 -0.7 -0.8 0.517
H -0.446 21.069 6.206 -0.4 0.3 -0.2 0.099
H -1.887 14.402 11.464 -0.3 0.5 0.5 0.136
H -1.893 21.672 2.871 0.5 0.0 -0.1 0.107
C 9.188 14.184 -0.183 -0.8 0.7 -0.2 -1.474
H 7.509 29.151 6.305 -0.2 0.1 -0.6 0.113
H 0.637 24.574 8.155 0.1 0.8 -0.8 0.099
H -2.998 22.999 7.885 -0.2 -0.9 0.1 0.098
C 1.528 21.816 6.540 0.1 1.0 1.1 -0.233
C -2.611 31.568 11.775 -1.1 -2.3 -1.1 -0.188
H 1.302 24.356 10.547 0.3 0.3 0.3 0.105
C 9.733 21.569 -0.642 -1.0 0.4 -0.1 -0.077
O 6.950 26.913 7.594 -0.5 -0.9 -0.5 0.003
C -0.540 23.859 9.654 -1.5 -0.5 1.2 -0.243
H 7.971 29.943 14.746 -0.3 -0.4 -0.2 -0.030
C 3.602 20.273 6.239 -1.3 0.0 1.0 -0.079
H 2.994 26.920 -2.930 0.1 -0.2 0.3 -0.029
H -3.415 24.279 3.447 0.0 -0.1 0.2 0.046
Br 7.703 12.831 -0.265 1.4 1.0 -0.2 0.505
P -0.939 23.375 6.880 -0.2 0.5 -2.7 1.045
H -6.766 31.897 3.898 0.3 0.0 0.4 0.124
H 1.668 17.716 -0.902 -0.3 -0.2 -0.2 0.124
O -0.387 32.227 11.380 0.3 -1.2 0.7 0.037
C 3.880 13.321 13.841 1.2 0.2 0.3 -0.151
O -0.713 34.333 10.768 -0.3 -0.5 0.1 0.116
O -2.785 16.357 2.238 -1.7 -3.2 -2.6 0.058
O 8.023 22.015 1.089 3.2 0.5 -1.7 0.067
Br -15.527 24.385 -0.297 0.0 1.2 0.0 0.505
C -5.942 25.218 5.873 0.3 0.7 -0.6 -0.107
H -0.317 23.592 3.126 0.1 0.0 0.0 0.115
O 2.460 16.838 -3.562 1.5 -1.7 -1.3 0.053
H -3.539 12.611 0.825 0.3 0.2 0.1 0.121
H -0.947 23.578 12.502 0.1 0.5 0.2 0.080
C -0.446 24.476 8.221 0.8 -1.0 1.3 -0.239
H 0.786 24.106 12.859 -0.5 0.0 0.5 0.079
H 9.722 23.297 -2.062 -0.6 -0.6 0.1 0.125
O 3.785 12.043 10.682 0.8 1.1 2.1 0.088
O -3.329 29.743 5.162 0.1 -0.3 0.9 0.112
Br 9.577 28.956 13.099 -0.8 0.5 0.2 0.532
Br 4.425 26.727 -0.831 -1.1 0.1 -0.5 0.547
Br 8.796 15.404 1.314 0.2 -0.5 -0.7 0.506
O 5.254 26.132 6.303 2.3 1.3 0.0 0.081
C 7.603 21.126 11.316 -0.3 -0.5 1.5 -1.450
H -3.272 30.866 11.266 0.0 -0.6 0.4 0.114
H -6.916 24.893 5.508 -0.2 0.3 0.5 0.081
C 4.061 12.675 11.696 -0.5 0.1 -2.5 -0.475
Cl -6.383 26.030 12.208 0.0 -0.5 -0.5 0.510
C -5.123 24.019 6.301 -0.4 -0.3 -0.5 -0.266
O -5.337 30.585 4.657 -1.2 0.1 0.8 0.034
H -3.612 25.147 7.261 0.3 0.0 0.2 0.121
O 9.616 23.508 0.644 -0.1 1.0 2.1 0.034
C -2.650 32.777 10.928 1.5 2.2 0.9 -0.081
C -4.336 14.321 -0.192 0.2 -0.2 -0.3 -0.168
H 3.496 14.706 11.601 0.2 0.4 -0.2 0.120
C 0.086 23.648 12.160 0.3 -0.3 -0.4 -0.103
C -6.751 26.532 13.828 0.4 1.6 0.5 -1.008
C -5.957 31.257 3.549 -0.1 0.9 -0.4 -0.146
H -4.727 18.358 -5.433 -0.5 -0.2 -0.1 -0.023
H -1.723 16.517 8.095 -0.5 0.3 -0.1 0.126
H -5.216 23.277 5.509 0.1 -0.2 -0.1 0.110
Br 11.117 23.091 6.564 0.7 0.4 0.2 0.479
H 4.104 13.041 14.871 0.1 -0.5 -0.3 0.126
Br 5.704 20.979 12.068 1.5 0.2 -1.0 0.440
C -3.682 30.923 3.084 0.5 1.3 0.9 -0.074
H -3.295 24.847 5.588 -0.2 0.1 -0.1 0.080
Br -5.349 19.857 -3.586 -0.3 -0.4 -0.6 0.521
H -2.872 32.708 9.863 -0.3 -0.4 0.2 0.132
C -1.167 33.250 11.019 -0.7 1.1 -0.7 -0.480
C -2.029 14.883 9.427 1.4 0.0 -0.5 -0.186
H -0.964 15.102 9.496 0.4 -1.1 0.0 0.124
H 1.489 19.245 -1.685 0.5 0.1 -0.2 0.123
C -1.170 31.064 11.733 -0.4 0.1 0.6 -0.137
H -0.074 22.199 4.154 0.5 0.4 0.4 0.091
C -0.006 21.798 6.885 0.2 0.2 0.3 -0.245
H 11.689 23.666 0.162 -0.2 -0.4 0.6 0.126
Br -6.177 19.981 -6.701 0.3 -0.2 0.3 0.549
H -5.096 14.394 2.495 0.3 1.1 0.7 0.133
H -3.453 16.003 8.313 -0.1 0.5 -0.2 0.131
H 2.153 22.457 7.161 -0.5 0.6 0.5 0.110
H -2.938 22.311 6.204 -0.3 0.0 0.3 0.081
H -5.964 26.010 6.621 -0.5 -0.3 0.4 0.080
H -0.962 30.229 11.064 -0.1 0.4 -0.4 0.120
H 3.888 19.265 6.538 0.3 0.1 -0.1 0.073
H 0.373 24.495 5.084 0.0 0.3 0.5 0.093
C -2.656 17.060 10.012 -0.6 3.2 -1.9 -0.474
O -2.836 18.283 10.016 0.6 -2.6 0.1 0.069
C 4.892 14.321 13.260 -1.4 -0.3 -0.5 -0.143
H 13.374 22.465 7.185 0.4 0.6 0.2 -0.031
Br -17.545 26.575 0.911 1.7 0.0 -0.4 0.510
H -4.531 32.964 3.299 -0.1 -0.2 0.3 0.116
C 8.070 28.246 6.070 0.3 -0.3 0.2 -0.150
H 3.908 19.093 -2.267 0.4 -0.2 -0.1 0.113
O 3.977 12.182 12.932 -0.7 0.3 1.0 0.031
H -2.357 24.025 2.084 0.1 0.0 0.0 0.070
H -1.040 25.381 8.094 0.5 0.3 0.1 0.104
H -7.120 27.555 13.759 0.1 -0.1 0.0 0.015
H -1.571 23.880 10.008 -0.4 0.0 -0.3 0.105
C 2.836 26.470 -1.950 -0.8 -0.7 0.3 -1.495
C 9.069 22.310 0.468 -4.4 -1.0 2.5 -0.460
H -5.322 14.532 -0.606 -0.3 0.3 0.7 0.128
H -2.664 31.310 3.112 -0.1 0.3 0.2 0.120
H 3.858 17.866 -0.962 0.7 0.2 -0.2 0.108
C 10.676 23.769 -0.228 -0.2 -0.6 -1.9 -0.153
```
Positions in Å, forces in eV/Å.

* total charge: +1
* Kohn-Sham gap: 9.217 eV
* LUMO energy: -1.82 eV

***

No. 2
Here is C10H19N7S2Sn as an isolated structure from the Open Molecules 2025 dataset. Energies are from ωB97M-V with the def2-TZVPD basis set.

Structure (XYZ):
```
39
Properties=species:S:1:pos:R:3:forces:R:3:lowdin_charge:R:1
H -4.408 1.577 3.200 0.0 0.0 0.0 0.095
C -2.654 -0.736 3.872 -0.1 0.0 0.1 -0.315
C -2.693 2.366 0.275 0.0 0.0 0.0 -0.686
H -1.609 2.575 -1.453 0.0 0.0 0.0 0.090
H 1.066 -2.436 2.109 0.0 0.0 0.0 0.088
Sn -0.122 0.041 0.090 0.1 -0.1 0.0 1.509
H 2.332 1.844 0.508 0.0 0.0 0.0 0.090
H -2.865 3.724 -1.254 0.0 0.0 0.0 0.116
C -0.649 -1.830 3.053 0.0 0.0 0.0 -0.686
C -3.768 1.673 2.338 -0.1 0.1 0.1 -0.312
H -3.527 -0.437 4.430 0.0 0.0 0.0 0.094
H 1.199 -0.019 -3.403 0.0 0.0 0.0 0.102
S -1.687 -2.055 4.407 0.0 0.0 0.0 1.139
C 1.762 -1.802 -2.312 -0.1 0.1 0.1 -0.200
H -0.975 -1.667 -2.330 0.0 0.0 0.0 0.089
H 4.015 -0.594 -1.712 0.0 0.0 0.0 0.131
N 0.421 -2.626 2.852 -0.1 0.1 0.0 0.120
N -0.495 -0.775 -2.432 0.0 0.0 0.0 -0.084
C 0.786 -0.993 -3.148 0.0 0.0 0.1 -0.235
C 3.241 -0.256 -1.017 -0.1 0.0 0.0 -0.202
H 2.666 -1.978 -2.901 0.0 0.0 0.0 0.132
N 1.882 1.727 -0.398 0.0 0.0 0.0 -0.083
H 1.632 2.671 -0.682 0.0 0.0 0.0 0.092
C -2.699 0.931 1.997 0.1 -0.1 0.0 -0.342
H 0.628 -1.525 -4.088 0.0 0.0 0.0 0.131
H 2.361 -1.960 -0.395 0.0 0.0 0.0 0.102
N -2.311 2.981 -0.865 0.0 -0.1 0.1 0.119
H 2.440 1.240 -2.358 0.0 0.0 0.0 0.102
H 3.686 -0.269 -0.019 0.0 0.0 0.0 0.127
C 2.869 1.175 -1.360 -0.1 0.0 0.0 -0.233
N 2.096 -1.194 -1.003 0.1 0.0 -0.1 -0.161
H -1.112 -0.219 -3.019 0.0 0.0 0.0 0.091
N -2.074 1.327 0.807 0.1 0.0 -0.1 -0.094
N -1.001 -0.836 2.259 -0.1 0.1 0.0 -0.095
H 1.318 -2.779 -2.113 0.0 0.0 0.0 0.128
S -4.046 2.917 1.181 0.0 0.0 0.0 1.144
C -2.154 -0.208 2.741 0.1 0.0 -0.2 -0.349
H 0.663 -3.345 3.511 0.0 0.0 0.0 0.115
H 3.784 1.770 -1.370 0.0 0.0 0.0 0.131
```
Positions in Å, forces in eV/Å.

* total charge: +2
* Kohn-Sham gap: 7.181 eV
* LUMO energy: -6.48 eV

***

No. 3
Here is the molecule C6H12 from the Open Molecules 2025 dataset. Energies are from ωB97M-V with the def2-TZVPD basis set.

Structure (XYZ):
```
18
Properties=species:S:1:pos:R:3:forces:R:3:lowdin_charge:R:1
C -0.184 -0.090 -0.757 2.1 0.6 0.8 -0.096
H -3.393 -0.645 0.335 -1.3 -1.4 1.2 0.031
H 1.649 1.218 -1.749 0.8 0.4 -0.7 0.051
H -0.355 0.476 -1.682 -0.3 -0.6 0.1 0.104
H 1.896 0.569 1.684 -0.6 -1.2 0.3 0.074
C -2.597 -0.114 -0.066 0.7 0.0 -1.8 -0.109
H -0.880 -1.003 0.978 -1.0 -0.4 -1.1 0.072
C 1.026 0.158 -0.156 -1.7 -0.6 0.6 -0.369
H -2.989 0.068 -1.096 0.7 0.2 0.5 0.084
H -2.571 0.806 0.484 0.4 0.6 0.1 0.065
H 2.275 1.998 -0.238 -0.2 -1.4 -0.7 0.099
H -1.436 -1.901 -0.494 0.3 0.4 0.0 0.111
H 1.975 -1.286 1.279 -1.4 2.2 0.2 0.121
H 3.109 0.465 -0.853 -1.3 0.7 -0.2 0.097
H 0.333 -0.533 1.915 2.3 0.7 -1.1 0.083
C 1.294 -0.297 1.283 0.8 -1.2 0.2 -0.090
C -1.261 -0.898 -0.071 -0.3 1.0 0.5 -0.241
C 2.110 1.008 -0.797 0.0 0.2 1.0 -0.088
```
Positions in Å, forces in eV/Å.

* SMILES: CCC=C(C)C
* Kohn-Sham gap: 9.822 eV
* LUMO energy: 1.10 eV

***

No. 4
Here is C5H12NO2 as an isolated structure from the Open Molecules 2025 dataset. Energies are from ωB97M-V with the def2-TZVPD basis set.

Structure (XYZ):
```
20
Properties=species:S:1:pos:R:3:forces:R:3:lowdin_charge:R:1
O 2.010 2.141 -0.005 -2.9 -2.2 -1.5 -0.117
C 0.331 -2.789 -0.054 -1.6 1.3 -1.7 -0.375
H -0.040 1.228 1.603 0.4 -1.1 -0.6 0.144
H 1.783 1.249 -0.476 4.8 0.4 -0.2 0.004
H -1.400 1.949 -1.142 0.3 0.2 0.0 0.087
H 1.244 0.049 1.156 -0.4 0.3 -0.2 0.127
C -0.755 -0.641 0.709 0.0 -1.2 0.3 -0.212
H 0.474 0.870 -1.331 1.3 -1.1 -0.8 0.130
N -0.587 -1.611 -0.399 0.0 -0.5 -0.8 -0.058
C 0.289 0.491 0.806 0.0 -0.2 1.7 -0.166
C -0.516 2.446 -0.705 -0.2 -0.4 0.8 -0.046
H -1.740 -0.140 0.669 0.2 -0.8 0.0 0.119
H -0.866 3.038 0.130 0.0 -0.3 0.8 0.074
C 0.546 1.356 -0.381 -3.7 3.5 1.0 -0.341
H -1.492 -2.032 -0.644 0.4 0.6 0.1 0.100
H -0.628 -1.429 1.510 -0.6 2.2 0.6 0.110
H -0.162 3.231 -1.350 0.5 -0.2 -0.8 0.074
O 0.666 -2.908 1.194 1.1 -0.3 -0.3 0.030
H 1.044 -2.762 -0.954 0.4 -0.2 1.5 0.159
H -0.202 -3.736 -0.335 -0.1 0.1 0.1 0.158
```
Positions in Å, forces in eV/Å.

* multiplicity: 2
* Kohn-Sham gap (alpha / beta): 10.055 / 7.114 eV
* LUMO energy (alpha / beta): 0.71 / -2.21 eV

***

no.,F_max (eV Å⁻¹),molar mass (g/mol)
1,5.1,2802.208
2,0.2,420.156
3,2.6,84.162
4,5.2,118.156